<one>
The following is a quantum chemistry calculation of C5H10N2 in the gas phase, from the Open Molecules 2025 dataset.

Output
Structure (SMILES)   C[C@H]1N[C@H]1[C@H]1CN1
Molar mass   98.15 g mol⁻¹
LUMO level   1.2 eV
Gap between HOMO and LUMO   10.266 eV

ORCA input file:
```
! RIJCOSX wB97M-V def2-TZVPD def2/J DEFGRID3
* xyz 0 1
C -1.961 -0.273 0.178
C -1.079 -0.247 -1.063
N -0.191 0.914 -1.398
C 0.371 -0.300 -0.878
C 0.964 -0.510 0.481
C 2.191 0.202 0.884
N 0.896 0.545 1.480
H -2.999 0.006 -0.032
H -1.591 0.364 0.989
H -1.970 -1.300 0.568
H -1.519 -0.653 -1.961
H -0.872 1.597 -1.178
H 0.902 -0.827 -1.678
H 0.791 -1.516 0.867
H 2.898 -0.278 1.556
H 2.628 0.898 0.171
H 0.540 1.378 1.012
*
```

<two>
The following is a quantum chemistry calculation of C5H10N2 in the gas phase, from the Open Molecules 2025 dataset.

Output
Structure (SMILES)   [H]/N=C(C)/C(C)=N/C
Molar mass   98.15 g mol⁻¹
LUMO level   1.0 eV
Gap between HOMO and LUMO   8.960 eV

ORCA input file:
```
! RIJCOSX wB97M-V def2-TZVPD def2/J DEFGRID3
* xyz 0 1
C 0.973 1.055 -0.237
C -0.119 -0.448 -0.374
C 0.465 2.018 0.784
C 0.436 -1.193 -1.459
C -1.814 -1.397 1.131
N 1.866 0.959 -1.104
N -0.843 -0.525 0.631
H -0.095 1.502 1.498
H -0.198 2.810 0.345
H 1.304 2.548 1.339
H 1.482 -1.394 -1.432
H 0.291 -0.513 -2.292
H -0.013 -2.186 -1.798
H -2.083 -2.225 0.469
H -2.808 -0.975 1.426
H -1.388 -1.807 2.055
H 2.542 1.771 -0.982
*
```

<three>
The following is a quantum chemistry calculation of 3 unconnected molecules or ions with the total composition C5H10N2, from the Open Molecules 2025 dataset.

Output
Structure (SMILES)   C=NC.C#N.C=C
Molar mass   98.15 g mol⁻¹
LUMO level   1.0 eV
Gap between HOMO and LUMO   10.891 eV

ORCA input file:
```
! RIJCOSX wB97M-V def2-TZVPD def2/J DEFGRID3
* xyz 0 1
C 2.186 -0.399 0.693
C 1.689 -1.142 1.659
C -1.480 1.387 0.249
C -0.790 1.222 -1.968
N -0.530 1.014 -0.750
C -0.618 -1.993 -0.410
N -1.558 -2.107 0.218
H 3.199 -0.528 0.352
H 1.603 0.356 0.204
H 0.645 -1.016 1.992
H 2.294 -1.920 2.178
H -2.285 2.039 -0.129
H 0.261 -1.864 -0.972
H -1.694 1.697 -2.317
H -1.919 0.466 0.649
H -0.936 1.885 1.059
H -0.066 0.901 -2.706
*
```

Most stable: <three>. Least stable: <one>.

<one>
The following is a quantum chemistry calculation of C5H10N2 in the gas phase, from the Open Molecules 2025 dataset.

Output
Structure (SMILES)   C[C@H]1N[C@H]1[C@H]1CN1
Molar mass   98.15 g mol⁻¹
LUMO level   1.2 eV
Gap between HOMO and LUMO   10.453 eV

ORCA input file:
```
! RIJCOSX wB97M-V def2-TZVPD def2/J DEFGRID3
* xyz 0 1
C 0.612 -1.434 -1.379
C -0.327 -0.255 -1.496
N -1.473 -0.107 -0.592
C -0.375 0.852 -0.509
C 0.507 0.952 0.704
C -0.122 1.057 2.042
N 0.667 -0.119 1.681
H 0.075 -2.371 -1.577
H 1.086 -1.503 -0.396
H 1.410 -1.353 -2.124
H -0.586 -0.003 -2.524
H -1.410 -0.797 0.157
H -0.650 1.837 -0.888
H 1.428 1.509 0.528
H 0.306 1.689 2.815
H -1.207 0.957 2.078
H 0.059 -0.910 1.480
*
```

<two>
The following is a quantum chemistry calculation of C5H10N2 in the gas phase, from the Open Molecules 2025 dataset.

Output
Molar mass   98.15 g mol⁻¹
LUMO level (spin up / spin down)   0.9 / -0.3 eV
Gap between HOMO and LUMO (spin up / spin down)   9.554 / 6.805 eV

ORCA input file:
```
! RIJCOSX wB97M-V def2-TZVPD def2/J DEFGRID3
* xyz 0 1
C 0.589 0.359 -1.277
C -0.109 1.601 0.806
C -0.060 0.240 0.102
N 1.554 -1.457 0.598
N 0.605 -0.710 1.100
H 1.756 -1.515 -0.397
H 2.038 -2.067 1.244
H 1.588 0.799 -1.230
H 0.629 -0.599 -1.803
H -0.550 1.503 1.799
H 0.896 2.018 0.910
H -0.048 1.004 -1.883
H -0.725 2.289 0.226
C -1.357 -0.477 0.077
C -2.430 -0.511 -0.660
H -3.276 -1.183 -0.539
H -1.099 -1.296 0.927
*
```

Most stable: <one>. Least stable: <two>.

<one>
The following is a quantum chemistry calculation of 2 unconnected molecules or ions with the total composition C5H10N2, from the Open Molecules 2025 dataset.

Output
Molar mass   98.15 g mol⁻¹
LUMO level (spin up / spin down)   -0.6 / -0.8 eV
Gap between HOMO and LUMO (spin up / spin down)   8.457 / 7.900 eV

ORCA input file:
```
! RIJCOSX wB97M-V def2-TZVPD def2/J DEFGRID3
* xyz 0 1
C -0.586 1.781 0.261
C 1.350 0.467 0.422
N 1.799 0.659 1.589
H 2.679 1.174 1.588
H 1.843 0.799 -0.500
H -0.707 1.538 1.306
H -1.482 1.769 -0.341
H 0.147 2.519 -0.034
C 0.423 -0.955 0.106
C -0.766 -0.699 -0.753
C -1.970 -1.219 -0.483
N 1.387 -1.776 -0.436
H 1.276 -1.798 -1.454
H 0.152 -1.236 1.129
H -0.576 -0.196 -1.698
H -2.142 -1.794 0.420
H -2.826 -1.035 -1.122
*
```

<two>
The following is a quantum chemistry calculation of C5H10N2 in the gas phase, from the Open Molecules 2025 dataset.

Output
Structure (SMILES)   CC1=NN(C)CC1
Molar mass   98.15 g mol⁻¹
LUMO level   1.0 eV
Gap between HOMO and LUMO   9.394 eV

ORCA input file:
```
! RIJCOSX wB97M-V def2-TZVPD def2/J DEFGRID3
* xyz 0 1
C -0.055 0.149 1.190
C -0.830 -0.921 0.564
C -0.484 -0.863 -0.881
C -0.481 0.915 2.422
C 1.380 0.271 -2.065
N 0.796 0.701 0.426
N 0.899 -0.361 -0.922
H -0.657 -1.980 1.010
H -1.894 -0.604 0.667
H -0.447 -1.952 -1.263
H -0.999 -0.136 -1.484
H -1.337 1.606 2.256
H 0.425 1.562 2.556
H -0.906 0.255 3.109
H 2.284 0.706 -1.928
H 1.535 -0.397 -2.995
H 0.771 1.050 -2.663
*
```

Most stable: <two>. Least stable: <one>.

<one>
The following is a quantum chemistry calculation of a molecular structure, C5H12NP, from the Open Molecules 2025 dataset.

Output
Molar mass   117.13 g mol⁻¹
LUMO level   1.0 eV
Gap between HOMO and LUMO   8.977 eV

ORCA input file:
```
! RIJCOSX wB97M-V def2-TZVPD def2/J DEFGRID3
* xyz 0 1
C -0.324 0.652 -0.879
C 0.664 1.725 -1.164
C -2.561 -0.131 -0.527
C 1.759 -0.537 1.925
C 0.590 -1.028 -0.564
N -1.521 0.855 -0.794
P 0.480 -1.655 1.149
H 0.999 2.127 -0.187
H 0.026 2.326 -1.966
H 1.407 1.196 -1.672
H -3.202 -0.148 -1.297
H -2.882 0.394 0.403
H -2.121 -1.100 -0.309
H 2.713 -0.799 1.557
H 1.610 -0.846 3.024
H 1.321 0.476 1.759
H 0.165 -1.759 -1.220
H 1.537 -0.755 -1.029
H -0.662 -0.994 1.790
*
```

<two>
The following is a quantum chemistry calculation of 2 unconnected molecules or ions with the total composition C5H12NP, from the Open Molecules 2025 dataset.

Output
Molar mass   117.13 g mol⁻¹
LUMO level (spin up / spin down)   -0.4 / -0.4 eV
Gap between HOMO and LUMO (spin up / spin down)   6.943 / 6.922 eV

ORCA input file:
```
! RIJCOSX wB97M-V def2-TZVPD def2/J DEFGRID3
* xyz 0 1
C -0.784 -1.463 -0.143
C -1.173 0.959 -0.887
C -0.098 0.535 1.389
C 1.550 -0.166 -0.684
C -0.557 -0.020 0.037
N 2.081 0.947 -0.189
P 2.991 1.119 1.126
H -1.852 -1.456 0.256
H -0.316 -2.205 0.474
H -0.721 -1.835 -1.210
H -1.476 0.360 -1.816
H -1.961 1.482 -0.400
H -0.578 1.767 -1.255
H 0.429 -0.255 1.884
H -0.985 0.683 2.008
H 0.564 1.323 1.112
H 1.191 -0.242 -1.682
H 1.760 -1.059 -0.218
H 2.943 2.487 1.371
*
```

Most stable: <one>. Least stable: <two>.

<one>
The following is a quantum chemistry calculation of CH3NOS in the gas phase, from the Open Molecules 2025 dataset.

Output
Structure (SMILES)   NSC=O
Molar mass   77.11 g mol⁻¹
LUMO level   0.4 eV
Gap between HOMO and LUMO   9.126 eV

ORCA input file:
```
! RIJCOSX wB97M-V def2-TZVPD def2/J DEFGRID3
* xyz 0 1
C 2.313 -0.316 -0.190
N -0.490 0.469 0.118
O 3.465 -0.292 -0.018
S 0.914 1.427 0.127
H 1.475 -1.022 -0.512
H -0.277 -0.231 -0.561
H -0.665 0.123 1.022
*
```

<two>
The following is a quantum chemistry calculation of 2 unconnected molecules or ions with the total composition CH3NOS, from the Open Molecules 2025 dataset.

Output
Molar mass   77.11 g mol⁻¹
LUMO level   0.5 eV
Gap between HOMO and LUMO   9.005 eV

ORCA input file:
```
! RIJCOSX wB97M-V def2-TZVPD def2/J DEFGRID3
* xyz 0 1
C 0.256 0.330 -1.697
N 0.622 -0.467 -2.446
O -0.736 1.000 2.238
S -0.289 -0.333 1.320
H 0.745 0.137 0.762
H 0.661 -1.218 -3.157
H -1.260 0.550 2.980
*
```

<three>
The following is a quantum chemistry calculation of CH3NOS in the gas phase, from the Open Molecules 2025 dataset.

Output
Molar mass   77.11 g mol⁻¹
LUMO level   0.1 eV
Gap between HOMO and LUMO   9.909 eV

ORCA input file:
```
! RIJCOSX wB97M-V def2-TZVPD def2/J DEFGRID3
* xyz 0 1
C -1.121 -0.165 -0.294
N -0.339 0.798 -0.184
O 1.664 -1.071 -0.214
S 1.368 0.606 -0.093
H -2.217 0.105 -0.519
H -0.651 -1.195 -0.090
H 1.295 0.922 1.395
*
```

<four>
The following is a quantum chemistry calculation of 2 unconnected molecules or ions with the total composition CH3NOS, from the Open Molecules 2025 dataset.

Output
Molar mass   77.11 g mol⁻¹
LUMO level (spin up / spin down)   -2.3 / -2.3 eV
Gap between HOMO and LUMO (spin up / spin down)   6.519 / 6.522 eV

ORCA input file:
```
! RIJCOSX wB97M-V def2-TZVPD def2/J DEFGRID3
* xyz 0 1
C 1.029 0.651 -0.579
N 0.474 0.094 0.405
O -0.641 -0.862 0.278
S 3.621 -0.982 0.231
H 0.614 0.635 -1.674
H 0.821 0.298 1.324
H -1.005 -0.721 -0.695
*
```

Most stable: <one>. Least stable: <four>.

<one>
The following is a quantum chemistry calculation of 2 unconnected molecules or ions with the total composition CH2N2O2S, from the Open Molecules 2025 dataset.

Output
Structure (SMILES)   N=S(=O)=O.C#N
Molar mass   106.11 g mol⁻¹
LUMO level   -0.6 eV
Gap between HOMO and LUMO   11.705 eV

ORCA input file:
```
! RIJCOSX wB97M-V def2-TZVPD def2/J DEFGRID3
* xyz 0 1
C -2.094 1.354 0.504
N -2.731 2.036 -0.148
N 0.385 -0.735 0.400
O 2.407 -1.720 -0.838
O 1.681 0.620 -1.250
S 1.518 -0.628 -0.596
H -1.480 0.709 1.076
H 0.313 -1.635 0.852
*
```

<two>
The following is a quantum chemistry calculation of 2 unconnected molecules or ions with the total composition CH2N2O2S, from the Open Molecules 2025 dataset.

Output
Structure (SMILES)   O=C1NN1.O=S
Molar mass   106.11 g mol⁻¹
LUMO level (spin up / spin down)   -1.7 / -1.7 eV
Gap between HOMO and LUMO (spin up / spin down)   7.696 / 7.597 eV

ORCA input file:
```
! RIJCOSX wB97M-V def2-TZVPD def2/J DEFGRID3
* xyz 0 1
C 0.253 0.580 0.512
N 1.294 -0.377 0.391
N 0.553 0.120 -0.757
O -1.681 -0.865 0.162
O -0.220 1.262 1.325
S -2.356 0.062 -0.795
H 1.153 -1.424 0.707
H 1.004 0.642 -1.545
*
```

Most stable: <one>. Least stable: <two>.